(A)
16
Properties=species:S:1:pos:R:3 method="wB97M-V/def2-TZVPD" homo_ev=-8.559 mol_weight_g_mol=102.2 charge=0 gap_ev=9.52 e_lumo_ev=0.958
C -1.330 -2.384 -0.821
C -0.719 -0.963 -1.166
C 0.365 -0.480 -0.128
C 1.240 0.707 -0.614
C -0.308 0.159 1.081
H -1.463 -3.285 -1.908
H -2.302 -2.112 -0.180
H -0.328 -2.920 -0.163
H -1.656 -0.236 -1.053
H -0.430 -0.786 -2.273
H 1.157 -1.284 0.237
H 1.042 1.223 -1.574
H 2.241 0.497 -0.331
H -0.080 -0.468 1.969
H -1.528 0.173 0.975
S 0.491 1.685 0.887

---

(B)
16
Properties=species:S:1:pos:R:3 method="wB97M-V/def2-TZVPD" homo_ev=-8.997 mol_weight_g_mol=102.2 charge=0 gap_ev=9.93 e_lumo_ev=0.935
C 1.085 0.957 2.216
C 0.478 1.222 1.076
C -0.565 0.316 0.455
C 0.073 -0.647 -0.585
C -1.008 -1.435 -1.362
S 1.333 0.095 -1.666
H 1.753 1.718 2.662
H 0.963 0.003 2.648
H 0.702 2.197 0.565
H -1.270 0.966 -0.067
H -1.021 -0.290 1.261
H 0.608 -1.427 -0.098
H -0.617 -2.107 -2.131
H -1.598 -0.606 -1.873
H -1.563 -1.916 -0.594
H 0.644 0.952 -2.509

---

(C)
16
Properties=species:S:1:pos:R:3 method="wB97M-V/def2-TZVPD" homo_ev=-8.643 mol_weight_g_mol=102.2 charge=0 gap_ev=8.07 e_lumo_ev=-0.570
C 2.023 -0.524 0.505
C 1.144 -0.307 -0.633
C 0.049 0.701 -0.333
C -1.445 0.391 -0.539
C -1.918 -0.316 0.555
H 2.593 -1.349 0.217
H 1.595 -0.145 1.774
H 2.881 0.464 0.361
H 1.769 0.442 -1.500
H 0.880 -1.224 -1.151
H -1.989 1.455 -0.647
H -1.726 -0.349 -1.449
H -0.755 0.034 1.481
H -2.122 -1.806 0.121
H -3.351 0.326 1.136
S 0.372 2.205 0.102

---

(D)
16
Properties=species:S:1:pos:R:3 method="wB97M-V/def2-TZVPD" homo_ev=-8.457 mol_weight_g_mol=102.2 charge=0 gap_ev=8.58 e_lumo_ev=0.127
C -1.066 1.319 0.678
C -1.236 0.049 -0.155
S -2.731 -0.521 -0.469
C 0.087 -0.588 -0.496
C 1.112 0.431 -1.047
C 0.532 -1.395 0.718
H -1.831 1.412 1.498
H -0.096 1.093 1.188
H -0.946 2.222 0.104
H -0.224 -1.252 -1.351
H 0.885 0.625 -2.067
H 2.138 0.032 -1.060
H 1.279 1.362 -0.573
H 1.145 -2.223 0.348
H 1.298 -0.871 1.420
H -0.345 -1.696 1.264

---

Which structure wins on stability? (D) wins.

---

(A)
16
Properties=species:S:1:pos:R:3 method="wB97M-V/def2-TZVPD" homo_ev=-8.501 mol_weight_g_mol=102.2 charge=0 gap_ev=9.52 e_lumo_ev=1.020
C 2.054 -0.562 -0.183
C 0.644 -0.424 0.482
C 0.116 0.876 -0.037
C -1.284 0.756 -0.305
C -1.869 -0.547 0.182
S -0.597 -1.672 -0.195
H 2.003 -0.568 -1.305
H 2.572 -1.414 0.137
H 2.777 0.303 -0.041
H 0.768 -0.576 1.598
H 0.404 1.567 0.770
H 0.725 1.142 -0.918
H -1.725 0.791 -1.283
H -1.683 1.676 0.118
H -2.854 -0.843 -0.215
H -2.050 -0.505 1.195

---

(B)
16
Properties=species:S:1:pos:R:3 method="wB97M-V/def2-TZVPD" homo_ev=-8.160 mol_weight_g_mol=102.2 charge=0 gap_ev=8.82 e_lumo_ev=0.657
C 0.530 -2.115 -2.010
C 1.623 -1.402 -2.187
C -1.709 0.024 0.827
C -0.476 -0.549 1.392
C -0.620 2.761 1.196
S -1.994 1.616 0.682
H -0.081 -2.426 -2.840
H 0.202 -2.441 -1.037
H 2.247 -1.092 -1.363
H 1.952 -1.099 -3.167
H -0.743 -0.957 2.368
H 0.371 0.132 1.519
H -0.175 -1.396 0.777
H -0.687 3.622 0.542
H 0.337 2.267 1.074
H -0.776 3.055 2.228

---

Which structure wins on stability? (A) wins.

---

(A)
12
Properties=species:S:1:pos:R:3 method="wB97M-V/def2-TZVPD" homo_ev="-10.145 / -7.904" mol_weight_g_mol=56.1 charge=0 gap_ev="10.47 / 7.79" e_lumo_ev="0.322 / -0.112"
C 0.894 0.066 -1.110
C 1.154 0.027 0.460
C -0.142 -0.258 -0.046
C -1.427 0.430 0.226
H 0.657 0.981 -1.454
H 1.480 -0.621 -1.714
H 1.877 -0.669 0.946
H 1.351 1.019 0.923
H -0.567 -2.866 1.012
H -2.022 -0.205 0.954
H -2.114 0.559 -0.630
H -1.142 1.536 0.434

---

(B)
12
Properties=species:S:1:pos:R:3 method="wB97M-V/def2-TZVPD" homo_ev=-8.028 mol_weight_g_mol=56.1 charge=0 gap_ev=9.21 e_lumo_ev=1.187
C 1.358 -0.425 -0.249
C 0.244 -0.680 0.747
C -1.087 -0.441 0.137
C -0.753 0.889 0.797
H 2.277 -0.066 0.225
H 1.115 0.227 -1.107
H 1.587 -1.418 -0.659
H 0.177 0.562 1.471
H -1.941 -0.963 0.568
H -1.149 -0.370 -0.953
H -1.437 1.182 1.593
H -0.467 1.690 0.118

---

(C)
12
Properties=species:S:1:pos:R:3 method="wB97M-V/def2-TZVPD" homo_ev=-7.400 mol_weight_g_mol=56.1 charge=0 gap_ev=5.94 e_lumo_ev=-1.456
C -0.771 -0.827 0.628
C 0.125 -0.068 -0.128
C 1.527 -0.538 -0.243
C -0.304 1.036 -0.789
H -0.587 -1.872 0.408
H -1.571 -0.650 1.306
H -2.426 2.234 1.797
H 1.521 -1.433 -0.878
H 2.075 -0.739 0.677
H 0.197 1.564 -1.588
H -1.757 1.968 1.967
H -1.395 1.076 -0.780

---

Which structure wins on stability? (B) wins.

---

(A)
108
Properties=species:S:1:pos:R:3 method="wB97M-V/def2-TZVPD" homo_ev=-10.397 mol_weight_g_mol=810.7 charge=0 gap_ev=10.75 e_lumo_ev=0.356
C -2.297 -3.423 1.798
O -3.530 -4.137 2.080
C -4.457 -3.665 2.813
O -4.621 -2.487 3.145
O -5.129 -4.691 3.249
C -6.160 -4.547 4.235
H -1.658 -4.304 1.748
H -2.032 -2.815 2.664
H -2.303 -2.822 0.889
H -6.355 -3.494 4.436
H -6.005 -5.043 5.193
H -7.070 -4.947 3.789
C -2.974 5.354 3.096
O -3.067 4.158 2.418
C -2.552 3.883 1.246
O -1.847 4.660 0.623
O -2.821 2.609 0.907
C -3.737 1.778 1.616
H -1.962 5.748 3.186
H -3.399 5.137 4.075
H -3.509 6.131 2.549
H -4.036 0.898 1.045
H -4.684 2.297 1.764
H -3.293 1.447 2.555
C 5.517 -3.640 3.134
O 4.964 -4.681 2.276
C 4.524 -4.394 1.028
O 4.975 -3.395 0.352
O 3.675 -5.395 0.678
C 2.924 -5.218 -0.513
H 5.069 -2.663 2.955
H 6.598 -3.575 3.008
H 5.238 -3.837 4.169
H 2.314 -4.324 -0.384
H 2.362 -6.117 -0.763
H 3.603 -5.063 -1.351
C 5.850 1.681 -1.265
O 4.997 1.177 -2.259
C 5.303 0.551 -3.426
O 6.458 0.420 -3.890
O 4.165 0.194 -4.023
C 4.041 -0.751 -5.102
H 6.690 1.003 -1.116
H 5.315 1.719 -0.316
H 6.243 2.655 -1.557
H 3.514 -1.685 -4.910
H 4.959 -0.946 -5.657
H 3.386 -0.283 -5.837
C -4.671 4.148 -5.993
O -4.658 3.979 -4.586
C -4.647 2.818 -4.018
O -4.665 1.731 -4.597
O -4.658 2.939 -2.693
C -4.950 1.815 -1.921
H -3.692 4.085 -6.469
H -5.224 5.057 -6.232
H -5.263 3.388 -6.504
H -5.946 1.400 -2.075
H -4.879 1.903 -0.837
H -4.178 1.075 -2.131
C -1.250 2.182 -2.750
O -1.075 3.215 -3.737
C -0.734 2.975 -5.048
O -0.816 1.834 -5.482
O -0.395 4.103 -5.718
C -0.222 5.433 -5.213
H -2.258 1.791 -2.611
H -0.887 2.518 -1.779
H -0.641 1.345 -3.091
H 0.698 5.683 -4.684
H -0.983 5.978 -4.655
H -0.097 6.019 -6.124
C 1.239 -6.499 6.930
O 1.681 -5.495 5.985
C 1.411 -5.547 4.668
O 0.832 -6.457 4.047
O 1.811 -4.455 4.028
C 1.354 -4.303 2.652
H 0.523 -6.087 7.640
H 2.059 -6.904 7.525
H 0.771 -7.368 6.469
H 1.445 -5.193 2.029
H 1.968 -3.622 2.062
H 0.306 -4.008 2.704
C -2.211 -0.601 -0.184
O -0.885 -0.349 -0.633
C 0.209 -0.731 0.058
O 0.200 -1.515 1.048
O 1.359 -0.214 -0.592
C 2.568 -0.958 -0.533
H -2.609 -1.530 -0.591
H -2.873 0.176 -0.569
H -2.289 -0.635 0.903
H 2.275 -1.924 -0.944
H 2.887 -1.069 0.503
H 3.297 -0.460 -1.173
C 2.189 2.817 -1.017
O 1.975 3.459 0.257
C 3.062 3.969 0.868
O 4.206 3.914 0.448
O 2.773 4.603 2.101
C 1.410 5.010 2.426
H 2.867 3.307 -1.716
H 1.232 2.720 -1.530
H 2.600 1.848 -0.734
H 1.321 5.283 3.477
H 0.652 4.298 2.099
H 1.293 5.950 1.888

---

(B)
108
Properties=species:S:1:pos:R:3 method="wB97M-V/def2-TZVPD" homo_ev=-10.582 mol_weight_g_mol=810.7 charge=0 gap_ev=11.12 e_lumo_ev=0.540
C -0.331 -3.229 2.661
O -0.354 -3.483 1.275
C 0.360 -4.440 0.686
O 1.103 -5.188 1.257
O 0.111 -4.346 -0.606
C 0.751 -5.219 -1.505
H -0.667 -2.198 2.741
H 0.629 -3.424 3.139
H -1.043 -3.857 3.207
H 1.818 -4.998 -1.539
H 0.346 -5.051 -2.503
H 0.554 -6.279 -1.334
C 1.094 0.145 1.285
O 1.081 -0.273 -0.066
C 0.016 -0.003 -0.787
O -1.047 0.428 -0.425
O 0.240 -0.482 -2.026
C -0.720 -0.146 -3.027
H 1.267 1.225 1.325
H 1.719 -0.482 1.911
H 0.132 0.141 1.816
H -1.632 0.297 -2.646
H -0.940 -1.094 -3.530
H -0.241 0.374 -3.859
C 4.793 0.293 2.826
O 5.315 -0.650 3.764
C 6.439 -1.252 3.472
O 7.240 -0.923 2.640
O 6.557 -2.309 4.290
C 7.732 -3.094 4.264
H 4.896 -0.057 1.802
H 5.363 1.211 2.996
H 3.755 0.468 3.095
H 7.802 -3.685 3.354
H 7.615 -3.757 5.122
H 8.646 -2.541 4.480
C -3.374 -3.791 -0.024
O -3.701 -2.444 -0.294
C -4.096 -2.066 -1.502
O -4.149 -2.768 -2.481
O -4.392 -0.785 -1.427
C -4.930 -0.184 -2.622
H -4.219 -4.476 -0.080
H -2.930 -3.813 0.966
H -2.617 -4.148 -0.723
H -5.923 -0.596 -2.791
H -4.233 -0.214 -3.453
H -5.059 0.847 -2.307
C -6.601 2.951 -4.867
O -5.499 2.608 -4.025
C -4.463 3.419 -3.904
O -4.362 4.495 -4.410
O -3.542 2.754 -3.196
C -2.299 3.373 -2.965
H -6.943 3.974 -4.722
H -7.420 2.304 -4.562
H -6.280 2.726 -5.883
H -1.655 3.177 -3.830
H -1.818 2.885 -2.116
H -2.389 4.447 -2.800
C -2.591 1.256 -6.416
O -2.166 2.589 -6.392
C -2.712 3.476 -7.230
O -3.529 3.273 -8.087
O -2.063 4.600 -7.079
C -2.261 5.680 -7.961
H -2.054 0.616 -7.123
H -3.652 1.141 -6.645
H -2.404 0.779 -5.452
H -3.168 6.224 -7.705
H -2.196 5.368 -9.003
H -1.437 6.382 -7.824
C 2.067 2.110 4.774
O 0.722 1.613 4.955
C 0.590 0.306 5.057
O 1.447 -0.526 4.934
O -0.703 0.039 5.244
C -1.080 -1.212 5.711
H 2.442 1.743 3.822
H 2.634 1.822 5.654
H 1.971 3.188 4.708
H -2.107 -1.293 6.073
H -0.558 -1.481 6.639
H -0.969 -2.110 5.099
C 0.628 5.712 4.896
O 0.305 5.075 3.689
C -0.645 4.148 3.680
O -1.355 3.882 4.616
O -0.679 3.557 2.501
C -1.742 2.667 2.253
H -0.274 6.087 5.386
H 1.382 6.471 4.713
H 1.042 5.025 5.644
H -1.638 1.757 2.848
H -1.747 2.367 1.206
H -2.728 3.096 2.438
C 3.636 -2.340 -1.451
O 3.856 -2.478 -0.061
C 4.469 -3.552 0.403
O 4.821 -4.462 -0.301
O 4.622 -3.442 1.708
C 5.236 -4.572 2.322
H 3.385 -3.302 -1.897
H 4.555 -1.997 -1.934
H 2.885 -1.562 -1.552
H 6.300 -4.582 2.089
H 4.705 -5.495 2.110
H 5.251 -4.442 3.404

---

Which structure wins on stability? (B) wins.

---

(A)
56
Properties=species:S:1:pos:R:3 method="wB97M-V/def2-TZVPD" homo_ev=-8.257 mol_weight_g_mol=417.5 charge=0 gap_ev=8.78 e_lumo_ev=0.525
C -0.970 -0.670 -0.893
C -2.185 -0.021 -0.316
N -2.445 0.086 0.923
N -1.619 -0.444 1.892
C -1.157 -1.709 1.983
O -1.360 -2.575 1.150
C -0.269 -1.964 3.203
N 1.064 -2.279 2.735
C 1.687 -1.407 1.834
C 2.466 -1.884 0.782
C 3.041 -1.010 -0.119
C 2.847 0.362 -0.002
O 3.473 1.171 -0.913
C 2.896 2.347 -1.316
C 1.521 2.534 -1.408
C 1.022 3.730 -1.891
C 1.880 4.741 -2.288
C 3.250 4.548 -2.209
C 3.759 3.359 -1.726
C 2.106 0.849 1.069
C 1.536 -0.027 1.972
S 1.540 -3.880 2.915
C 0.781 -4.804 1.555
O 0.934 -4.324 4.136
O 2.964 -3.938 2.808
C -3.199 0.595 -1.260
C -3.602 -0.439 -2.317
C -2.569 1.823 -1.931
C -4.448 1.038 -0.493
H -0.105 -0.476 -0.258
H -1.111 -1.752 -0.909
H -0.765 -0.325 -1.901
H -1.631 0.127 2.728
H -0.611 -2.849 3.744
H -0.254 -1.117 3.895
H 2.639 -2.940 0.682
H 3.644 -1.382 -0.933
H 0.847 1.744 -1.112
H -0.046 3.869 -1.962
H 1.483 5.673 -2.663
H 3.926 5.330 -2.522
H 4.823 3.190 -1.660
H 1.983 1.914 1.202
H 0.983 0.379 2.804
H 0.480 -5.760 1.961
H -0.084 -4.246 1.210
H 1.509 -4.934 0.766
H -2.761 -0.724 -2.943
H -3.993 -1.333 -1.837
H -4.377 -0.025 -2.957
H -2.261 2.544 -1.177
H -1.702 1.555 -2.530
H -3.298 2.296 -2.584
H -5.172 1.466 -1.182
H -4.191 1.780 0.255
H -4.901 0.190 0.012

---

(B)
56
Properties=species:S:1:pos:R:3 method="wB97M-V/def2-TZVPD" homo_ev=-8.337 mol_weight_g_mol=417.5 charge=0 gap_ev=8.13 e_lumo_ev=-0.206
C -0.391 -5.390 0.570
C 0.558 -5.557 -0.614
N 0.874 -4.274 -1.217
C 1.060 -4.317 -2.654
C 2.225 -5.178 -3.161
C 1.881 -3.518 -0.498
C 1.640 -2.008 -0.601
C 0.224 -1.660 -0.142
N -0.097 -0.273 -0.354
C -0.988 0.183 -1.251
O -1.662 -0.437 -2.053
C -1.019 1.667 -1.108
O -1.805 2.363 -1.929
C -0.162 2.042 -0.140
C 0.263 3.366 0.338
O 1.406 3.551 0.727
C -0.729 4.428 0.336
S -2.440 4.148 0.249
C -2.686 5.871 0.379
C -4.044 6.460 0.371
N -1.597 6.553 0.469
C -0.487 5.784 0.463
C 0.847 6.422 0.584
C 0.512 0.804 0.407
C 0.289 0.656 1.878
C -0.784 0.973 2.659
C -0.435 0.595 3.977
C 0.820 0.077 3.896
O 1.265 0.107 2.630
H -1.278 -4.848 0.255
H -0.688 -6.366 0.947
H 0.078 -4.838 1.381
H 1.462 -6.098 -0.288
H 0.059 -6.167 -1.369
H 0.127 -4.689 -3.088
H 1.195 -3.291 -3.002
H 3.176 -4.815 -2.779
H 2.102 -6.214 -2.854
H 2.258 -5.142 -4.246
H 1.829 -3.800 0.555
H 2.903 -3.739 -0.847
H 1.769 -1.673 -1.630
H 2.376 -1.494 0.020
H 0.105 -1.899 0.920
H -0.490 -2.249 -0.722
H -2.245 1.712 -2.508
H -3.970 7.532 0.531
H -4.656 6.014 1.153
H -4.530 6.271 -0.585
H 0.775 7.468 0.303
H 1.576 5.904 -0.033
H 1.190 6.354 1.616
H 1.595 0.842 0.229
H -1.700 1.422 2.333
H -1.035 0.699 4.857
H 1.479 -0.328 4.638

---

Which structure wins on stability? (B) wins.

---

(A)
9
Properties=species:S:1:pos:R:3 method="wB97M-V/def2-TZVPD" spin_multiplicity=3 homo_ev="-7.583 / -9.487" mol_weight_g_mol=72.0 charge=0 gap_ev="8.65 / 7.78" s2=2.02 e_lumo_ev="1.069 / -1.706"
C -0.114 -1.377 -2.359
C -0.299 -1.209 -1.172
C 0.636 0.289 0.942
P -0.507 -1.206 0.503
H 0.074 -1.537 -3.310
H 0.016 0.985 1.393
H 0.980 0.729 -0.074
H 1.501 -0.059 1.537
H -2.845 -0.115 0.239

---

(B)
9
Properties=species:S:1:pos:R:3 method="wB97M-V/def2-TZVPD" spin_multiplicity=3 homo_ev="-6.539 / -9.773" mol_weight_g_mol=72.0 charge=0 gap_ev="7.69 / 7.20" s2=2.03 e_lumo_ev="1.151 / -2.572"
C 1.219 -0.607 1.113
C 0.642 0.227 0.209
C -0.826 0.132 -0.389
P -1.347 1.294 -1.484
H 2.269 -0.508 1.392
H 0.744 -1.445 1.443
H 1.177 1.120 -0.072
H -1.304 -0.856 -0.096
H -2.573 0.644 -2.114

---

(C)
9
Properties=species:S:1:pos:R:3 method="wB97M-V/def2-TZVPD" spin_multiplicity=3 homo_ev="-4.792 / -10.102" mol_weight_g_mol=72.0 charge=0 gap_ev="5.73 / 6.86" s2=2.02 e_lumo_ev="0.942 / -3.243"
C -2.584 0.115 1.110
C -1.844 -0.239 0.231
C 1.202 -0.222 -0.162
P -0.604 -1.061 -0.753
H -3.426 0.392 1.536
H 1.702 0.158 -1.012
H 1.575 -1.186 0.082
H 1.160 0.438 0.700
H -0.411 -2.061 0.321

---

Which structure wins on stability? (B) wins.